{
  "formula": "C44H39BrF5N4O2P2TeTi",
  "method": "ωB97M-V with the def2-TZVPD basis set",
  "elements": ["Ti", "N", "P", "C", "C", "C", "C", "C", "C", "C", "C", "C", "C", "C", "C", "P", "C", "C", "C", "C", "C", "C", "C", "C", "C", "C", "C", "C", "H", "H", "H", "H", "H", "H", "H", "H", "H", "H", "H", "H", "H", "H", "H", "H", "H", "H", "H", "H", "H", "N", "C", "O", "C", "C", "N", "C", "N", "H", "H", "Br", "C", "C", "C", "C", "C", "C", "H", "H", "H", "H", "C", "C", "C", "C", "C", "C", "C", "C", "C", "C", "H", "H", "H", "H", "H", "H", "H", "H", "H", "H", "H", "H", "F", "Te", "F", "F", "F", "F", "O"],
  "xyz": [[0.43, 0.71, 0.51], [-1.93, -1.59, -1.20], [-1.76, -1.12, 0.44], [-3.30, -0.25, 0.85], [-4.17, 0.24, -0.12], [-5.28, 0.98, 0.26], [-5.53, 1.23, 1.60], [-4.65, 0.75, 2.57], [-3.54, 0.02, 2.19], [-1.91, -2.67, 1.38], [-1.04, -2.84, 2.45], [-1.09, -4.01, 3.21], [-2.00, -5.00, 2.88], [-2.87, -4.84, 1.81], [-2.83, -3.67, 1.06], [-0.88, -0.73, -2.24], [-2.03, 0.27, -3.26], [-2.01, 1.65, -3.12], [-2.93, 2.44, -3.80], [-3.87, 1.85, -4.62], [-3.89, 0.46, -4.78], [-2.97, -0.32, -4.11], [-0.39, -2.01, -3.45], [0.31, -1.61, -4.58], [0.80, -2.55, -5.48], [0.59, -3.90, -5.25], [-0.10, -4.31, -4.12], [-0.58, -3.37, -3.22], [-2.81, -1.94, -1.54], [-3.96, 0.09, -1.17], [-5.95, 1.37, -0.50], [-6.39, 1.82, 1.89], [-4.82, 0.98, 3.61], [-2.83, -0.32, 2.95], [-0.32, -2.07, 2.68], [-0.41, -4.14, 4.04], [-2.04, -5.92, 3.47], [-3.58, -5.61, 1.56], [-3.52, -3.54, 0.24], [-1.29, 2.11, -2.46], [-2.91, 3.51, -3.67], [-4.60, 2.46, -5.15], [-4.62, 0.00, -5.43], [-2.98, -1.40, -4.25], [0.49, -0.55, -4.76], [1.34, -2.22, -6.36], [0.97, -4.64, -5.95], [-0.25, -5.37, -3.93], [-1.10, -3.69, -2.32], [2.77, -0.27, -2.23], [2.74, 0.93, -1.61], [1.71, 1.23, -0.91], [3.78, 1.85, -1.80], [4.91, 1.47, -2.56], [5.79, 1.10, -3.22], [3.68, 3.16, -1.28], [3.60, 4.23, -0.85], [3.63, -0.57, -2.67], [2.16, -0.98, -1.86], [4.79, -4.51, 0.81], [3.46, -3.16, 0.67], [2.26, -3.45, 0.05], [1.29, -2.45, -0.04], [1.50, -1.17, 0.47], [2.72, -0.93, 1.09], [3.71, -1.90, 1.20], [2.08, -4.44, -0.35], [0.36, -2.72, -0.53], [2.96, 0.05, 1.49], [4.65, -1.68, 1.68], [1.79, 4.67, 2.68], [1.37, 3.19, 2.69], [0.33, 3.02, 3.80], [0.87, 2.78, 1.29], [2.61, 2.32, 2.96], [3.78, 2.54, 2.24], [4.91, 1.77, 2.45], [4.90, 0.75, 3.39], [3.73, 0.51, 4.11], [2.60, 1.28, 3.89], [0.90, 5.30, 2.55], [2.47, 4.89, 1.85], [2.28, 4.94, 3.62], [-0.47, 3.75, 3.68], [0.80, 3.20, 4.77], [-0.12, 2.03, 3.80], [1.46, 3.31, 0.54], [3.82, 3.33, 1.49], [5.80, 1.96, 1.87], [5.78, 0.15, 3.56], [3.70, -0.30, 4.83], [1.70, 1.05, 4.43], [-0.38, 4.00, -1.01], [-1.06, 3.36, 0.65], [-2.13, 2.88, 2.14], [-2.72, 3.70, -0.14], [0.07, 0.36, 2.27], [-1.16, 5.16, 1.26], [-1.13, 1.59, -0.07]],
  "relative_energy_kj_mol": 218.5,
  "charge": -1
}